Run w
Computed, not measured: a gas-phase ion, C5H8N (charge +1), with the ωB97M-V functional and the def2-TZVPD basis.

Structure (XYZ):
```
14
Properties=species:S:1:pos:R:3:nbo_charge:R:1
N -0.6368 -0.5370 -1.5971 -0.2207
C -1.4279 -0.6515 -2.6680 -0.5082
C 0.0804 1.5324 2.3756 -0.3461
H 0.7253 -1.4321 1.0016 0.3176
C -0.0157 -0.3088 -0.6075 0.6778
C 0.8796 0.5637 1.9904 -0.1669
H 1.9142 -0.2015 0.3676 0.3159
C 0.8245 -0.2827 0.5999 -0.6195
H 1.8051 0.4216 2.4859 0.2363
H -1.2627 0.0587 -3.5291 0.2867
H -1.3650 -1.6999 -3.2352 0.2867
H -2.5508 -0.6717 -2.3971 0.2848
H -0.8130 2.0514 1.9505 0.2270
H 0.2588 1.9385 3.3540 0.2286
```

The net charge is +1. The SMILES is C=CCC#[N+]C. The value obtained for the HOMO-LUMO gap is 9.846 eV. The value obtained for the HOMO energy is -14.255 eV.

***

Run x
Computed, not measured: a gas-phase ion, C5H8N (charge +1), with the ωB97M-V functional and the def2-TZVPD basis.

Structure (XYZ):
```
14
Properties=species:S:1:pos:R:3:nbo_charge:R:1
H -0.8639 -2.2137 -1.0839 0.2769
H -1.6060 -0.5325 -1.4572 0.2342
N -0.4162 -0.3809 0.1717 -0.2082
H -1.8090 1.2671 -0.0553 0.2277
H 2.4362 1.1392 0.5841 0.2735
C 0.7961 -0.2645 1.0293 -0.0338
C -0.6144 -1.1010 -1.0970 -0.4301
H 0.8545 -0.5391 1.9943 0.2426
H -1.6348 0.9163 1.5224 0.2397
C -1.1713 0.8445 0.5917 -0.1146
H 1.8268 0.1239 -0.9020 0.2470
C 0.2994 0.9776 0.4050 0.1590
C 1.6730 0.6053 0.0823 -0.3432
H 0.2296 -0.8422 -1.7854 0.2293
```

The net charge is +1. The SMILES is C[N@+]12C[C@]13C[C@@H]32. The value obtained for the HOMO-LUMO gap is 11.928 eV. The value obtained for the HOMO energy is -15.540 eV.

***

Run y
Computed, not measured: a gas-phase ion, C5H8N (charge +1), with the ωB97M-V functional and the def2-TZVPD basis.

Structure (XYZ):
```
14
Properties=species:S:1:pos:R:3:nbo_charge:R:1
H 2.9527 0.7887 0.9711 0.2560
C -2.2776 0.0169 -0.7067 -0.2529
H -2.4500 -0.6019 1.2898 0.4385
H 3.7747 0.0462 -0.4569 0.2643
C 2.7121 0.3512 -0.1243 -0.6508
H 1.9011 -1.6860 0.3137 0.2418
C 1.7098 -0.7146 0.0984 -0.0983
C -1.0076 -0.0552 -0.0715 -0.0001
H 2.4285 1.0961 -0.7093 0.2300
H -2.3232 1.0575 1.1402 0.4397
C 0.3300 -0.4572 0.0371 0.0993
H -2.6781 0.9169 -1.3528 0.2735
H -2.8554 -0.9305 -1.1678 0.2703
N -2.2171 0.1719 0.7389 -0.5112
```

The net charge is +1. The SMILES is CC=C=C1C[NH2+]1. The value obtained for the HOMO-LUMO gap is 10.127 eV. The value obtained for the HOMO energy is -13.909 eV.

***

Run z
Computed, not measured: 2 unconnected molecules or ions with the total composition C5H8N, with the ωB97M-V functional and the def2-TZVPD basis.

Structure (XYZ):
```
14
Properties=species:S:1:pos:R:3:nbo_charge:R:1
H -0.7451 0.8661 -1.5177 0.4391
H 2.4114 -1.5026 0.0485 0.2064
C -0.5887 1.5385 0.6602 -0.2448
H -1.9336 -2.4737 0.3920 0.2727
C -1.8591 -1.5020 -0.1270 -0.3473
H 3.5261 0.0067 0.5975 0.2234
C -0.9542 -0.6322 0.0497 0.0446
N -0.9597 0.7996 -0.5232 -0.4331
C 2.7461 -0.4547 -0.1060 -0.3172
H 0.0658 2.3850 0.5853 0.2535
C 0.0144 0.1886 0.5946 0.1934
H 2.4056 0.1180 -1.0125 0.1984
H -1.4945 1.8291 1.2876 0.2471
H -2.6345 -1.1662 -0.9290 0.2638
```

The net charge is +1. The value obtained for the HOMO-LUMO gap (alpha / beta) is 6.633 / 9.295 eV. The value obtained for the HOMO energy (alpha / beta) is -13.201 / -14.066 eV.

***

Winner for stability: run w

***

Run w
Computed, not measured: 2 unconnected molecules or ions with the total composition C2H8S3, with the ωB97M-V functional and the def2-TZVPD basis.

Structure (XYZ):
```
13
Properties=species:S:1:pos:R:3:nbo_charge:R:1
H -0.7390 2.0025 0.9869 0.2333
H -1.8882 -1.5144 3.1481 0.1241
S -1.4849 1.1697 3.0086 0.0275
H -1.0282 0.2919 1.0125 0.2331
S -0.1713 -0.5132 -3.0644 -0.0541
C 1.5620 -0.9068 -2.6513 -0.7509
S -1.8028 -0.5710 4.0942 -0.1284
H -0.4649 0.5465 -2.2652 0.1250
H 1.7907 -0.1914 -1.8413 0.2264
C -0.4451 1.0818 1.4757 -0.7194
H 1.6931 -1.9006 -2.2596 0.2273
H 0.6220 1.0358 1.6776 0.2287
H 2.3567 -0.5307 -3.3219 0.2274
```

The SMILES is CSS.CS. The value obtained for the HOMO-LUMO gap is 8.873 eV. The value obtained for the HOMO energy is -8.381 eV.

***

Run x
Computed, not measured: 2 unconnected molecules or ions with the total composition C2H8S3, with the ωB97M-V functional and the def2-TZVPD basis.

Structure (XYZ):
```
13
Properties=species:S:1:pos:R:3:nbo_charge:R:1
C -1.7256 0.6330 -0.5957 -0.4869
S -2.0771 -1.0268 0.1316 -0.0734
H -1.1681 1.9471 1.1562 0.2214
H 1.6183 -0.1826 1.7181 0.1251
H -0.6488 0.6218 -0.9554 0.1913
H 1.0429 -0.4541 -1.5494 0.1177
C -1.9353 1.7982 0.3702 -0.6300
H -2.8591 1.5086 0.8960 0.2147
S 1.9713 0.6862 0.8306 -0.1199
H -2.3465 -1.6219 -1.0826 0.1276
S 2.0213 -0.8935 -0.7840 -0.1201
H -2.2808 0.6089 -1.4835 0.2115
H -2.0411 2.7297 -0.1965 0.2210
```

The SMILES is CCS.SS. The value obtained for the HOMO-LUMO gap is 8.554 eV. The value obtained for the HOMO energy is -8.997 eV.

***

Run y
Computed, not measured: 2 unconnected molecules or ions with the total composition C2H8S3, with the ωB97M-V functional and the def2-TZVPD basis.

Structure (XYZ):
```
13
Properties=species:S:1:pos:R:3:nbo_charge:R:1
H 2.2379 -4.5352 1.4851 0.2219
H -1.9050 4.4595 -3.2124 0.2161
S 3.8659 -4.2613 3.2278 -0.0490
C -1.9081 4.1706 -2.1492 -0.7748
H 4.8434 -4.7897 2.4574 0.1243
S -3.8954 1.9385 -2.1845 -0.1462
H -3.8923 1.1905 -1.1016 0.1241
S -3.4978 3.8290 -1.4293 0.1147
H 2.7549 -2.8469 1.6665 0.2204
H -1.2423 3.3104 -2.1522 0.2327
H -1.5422 5.0782 -1.6691 0.2334
C 2.5209 -3.7620 2.1983 -0.7558
H 1.6599 -3.7815 2.8633 0.2382
```

The SMILES is CSS.CS. The value obtained for the HOMO-LUMO gap is 9.407 eV. The value obtained for the HOMO energy is -8.877 eV.

***

Winner for stability: run y

***

Run w
Computed, not measured: 2 unconnected molecules or ions with the total composition CHN3O3, with the ωB97M-V functional and the def2-TZVPD basis.

Structure (XYZ):
```
8
Properties=species:S:1:pos:R:3:nbo_charge:R:1
O 0.8780 0.3076 -1.2283 -0.1819
N 1.7249 0.9988 -0.5568 0.5469
N -1.5904 -0.3046 0.2160 -0.6107
O 2.7386 1.5031 -0.8616 -0.2521
N 1.1404 0.8258 0.6404 -0.1905
C -2.1723 -1.3294 0.4515 0.7228
H 0.0923 0.2635 0.6275 0.4413
O -2.8115 -2.2647 0.7112 -0.4758
```

The value obtained for the HOMO-LUMO gap (alpha / beta) is 4.675 / 4.661 eV. The value obtained for the HOMO energy (alpha / beta) is -9.871 / -9.872 eV.

***

Run x
Computed, not measured: CHN3O3 in the gas phase, with the ωB97M-V functional and the def2-TZVPD basis.

Structure (XYZ):
```
8
Properties=species:S:1:pos:R:3:nbo_charge:R:1
N 1.0949 -0.8030 1.3560 0.1656
H -0.1321 -0.2721 -0.4883 0.1888
O -2.2253 -0.3018 0.4978 -0.2622
C -0.0161 -0.0748 0.6637 -0.0877
N 0.2279 1.5404 1.1680 0.2845
N -1.2373 -0.2553 1.2206 0.0882
O 0.6188 2.2058 0.3085 -0.1519
O 1.8097 -1.3414 0.5512 -0.2253
```

The SMILES is O=NC(N=O)N=O. The value obtained for the HOMO-LUMO gap is 8.012 eV. The value obtained for the HOMO energy is -9.837 eV.

***

Winner for stability: run x